Entry 1:
The following is a DFT calculation (wB97M-V/def2-TZVPD) of a molecular structure, C13H17IN2Zn.

HOMO (spin up / spin down) in eV: -4.297 / -4.243
LUMO level (spin up / spin down) in eV: -1.6 / -1.6
Relative energy (zero: lowest compared OMol25 entry of this formula, charge and spin) in kJ/mol: 574.8

Geometry (Å):
I1 -2.8856 -0.6889 -1.1767
Zn1 1.3226 0.2715 -0.7515
N1 0.9212 1.5918 0.7942
N2 1.1478 -1.0775 0.7776
C1 0.9399 0.9641 2.0251
C2 1.0574 -2.4302 0.6358
C3 0.4002 3.6462 1.8333
C4 -2.5898 -1.2746 -3.4853
C5 1.0106 -0.5059 2.0010
C6 0.9845 -3.2325 1.6760
C7 0.9521 -2.7528 2.9922
C8 1.0238 -1.2861 3.1613
C9 0.4461 3.0569 3.1061
C10 1.8557 0.1963 -2.5954
C11 0.6926 1.6898 3.1835
C12 0.6260 2.8931 0.7200
C13 -2.9460 0.1519 -3.3750
H1 -2.3445 -2.1485 -2.7935
H2 0.9177 -4.3592 1.5052
H3 0.9693 -0.8449 4.1154
H4 -3.4676 -1.6329 -4.0574
H5 2.8039 0.7516 -2.7436
H6 2.0287 -0.8737 -2.8314
H7 0.7557 1.1875 4.1554
H8 1.0846 -2.7666 -0.4462
H9 -1.5693 -1.2291 -3.9413
H10 -3.9023 0.2145 -3.9764
H11 -2.0859 0.6384 -3.8077
H12 0.9270 -3.3539 3.8368
H13 -3.1806 0.9442 -2.6455
H14 0.1563 4.7035 1.6757
H15 0.2654 3.6654 3.9772
H16 0.6450 3.2652 -0.3300
H17 1.0375 0.6257 -3.2146

Cartesian forces (eV/Å) of the 2 atoms listed first:
0.127 -0.695 10.558
-0.648 -0.018 0.319

Atom charges from the Mulliken analysis, given in e for atoms 1 to 8: number 1, I, carries -0.759; number 2, Zn, carries -0.051; number 3, N, carries -0.107; number 4, N, carries -0.031; number 5, C, carries 0.513; number 6, C, carries -0.022; number 7, C, carries -0.581; number 8, C, carries -0.781

Entry 2:
The following is a DFT calculation (wB97M-V/def2-TZVPD) of a molecular structure, C13H17MgNO4.

HOMO in eV: -15.174
LUMO level in eV: -10.8
Charge: +2

Geometry (Å):
Mg1 -2.1834 -2.1721 0.5338
O1 2.9220 0.4683 -2.6195
O2 4.4396 0.8721 -4.2320
O3 -2.1527 -0.7847 2.5336
O4 -1.8124 -1.5455 -1.7078
N1 -3.7775 1.9958 3.7547
C1 -0.2547 -0.8074 1.1349
C2 3.7431 0.1491 -1.4814
C3 -1.3440 -0.6604 -0.9863
C4 -4.0467 1.5998 2.3935
C5 -2.9581 1.9491 1.3143
C6 -0.0933 -0.9752 -0.2027
C7 -1.5642 -0.2543 1.5875
C8 -2.0828 0.5507 -0.5975
C9 2.4032 -1.5273 -0.1398
C10 1.0955 -1.4763 -0.9353
C11 -2.2040 0.8003 0.7295
C12 3.5206 0.2375 -3.8386
C13 3.5990 -1.3138 -1.0692
H1 4.7811 0.4139 -1.6791
H2 2.4295 -0.7517 0.6294
H3 3.3990 0.8041 -0.6802
H4 -3.0211 1.4754 4.1807
H5 3.0503 -0.5659 -4.4145
H6 2.4909 -2.4800 0.3868
H7 4.5071 -1.6106 -0.5439
H8 0.5027 -1.0605 1.8690
H9 -3.4182 2.4798 0.4830
H10 1.2224 -0.7824 -1.7814
H11 -4.2552 0.5324 2.3961
H12 -4.9571 2.1095 2.0830
H13 -2.2158 2.5967 1.7891
H14 -2.5884 1.1306 -1.3623
H15 3.5226 -1.9392 -1.9587
H16 0.8652 -2.4402 -1.4007
H17 -3.5641 2.9826 3.8322

Cartesian forces (eV/Å) of the 2 atoms listed first:
-0.216 -0.602 -0.010
-0.321 -0.632 0.174

Atom charges from the Mulliken analysis, given in e for atoms 1 to 8: number 1, Mg, carries 1.435; number 2, O, carries -0.379; number 3, O, carries -0.397; number 4, O, carries -0.471; number 5, O, carries -0.500; number 6, N, carries -0.568; number 7, C, carries 0.189; number 8, C, carries -0.637

Entry 3:
The following is a DFT calculation (wB97M-V/def2-TZVPD) of a molecular structure, C13H17MnNS.

Spin multiplicity: 6
HOMO (spin up / spin down) in eV: -5.901 / -6.028
LUMO level (spin up / spin down) in eV: -0.3 / -0.6
Relative energy (zero: lowest compared OMol25 entry of this formula, charge and spin) in kJ/mol: 136.4

Geometry (Å):
Mn1 0.2675 -1.4947 0.6765
S1 0.4964 0.4216 2.1379
N1 -0.1349 -2.0220 2.6293
C1 -1.9345 1.0565 -2.3456
C2 -0.2728 -3.1662 3.3415
C3 0.3521 -0.7860 4.6332
C4 0.3172 2.1836 -2.7848
C5 1.1176 1.1560 -3.5412
C6 -1.3759 -0.3692 -2.6625
C7 0.1758 -0.8289 3.2514
C8 -0.9663 2.2220 -2.4141
C9 -0.1651 -3.1299 4.7226
C10 0.1803 -1.9493 5.3869
C11 1.8685 0.0434 -2.7955
C12 1.0993 -0.5659 -1.6094
C13 -0.2890 -0.9980 -1.9274
H1 1.8755 1.7448 -4.0729
H2 -1.4045 3.1254 -1.9640
H3 0.8203 3.1505 -2.7212
H4 1.9994 -0.7878 -3.5130
H5 1.1494 0.0670 -0.6540
H6 1.6554 -1.4989 -1.3319
H7 -2.2426 -1.0415 -2.4917
H8 2.8789 0.3613 -2.4889
H9 -1.2117 -0.4345 -3.7450
H10 0.6591 0.1544 5.0588
H11 0.3243 -1.9347 6.4557
H12 -0.4407 -2.0885 -1.8289
H13 -0.3260 -4.0525 5.2726
H14 -2.8148 1.2098 -2.9968
H15 -0.4559 -4.0841 2.7737
H16 -2.3921 1.0406 -1.3391
H17 0.4844 0.6722 -4.2957

Cartesian forces (eV/Å) of the 2 atoms listed first:
-1.009 0.946 -1.980
0.239 1.024 -0.233

Atom charges from the Mulliken analysis, given in e for atoms 1 to 8: number 1, Mn, carries 0.234; number 2, S, carries -0.532; number 3, N, carries -0.495; number 4, C, carries -0.388; number 5, C, carries -0.124; number 6, C, carries -0.705; number 7, C, carries -0.256; number 8, C, carries -0.672

Entry 4:
The following is a DFT calculation (wB97M-V/def2-TZVPD) of a single C13H17N molecule.

HOMO in eV: -7.700
LUMO level in eV: 0.9
Relative energy (zero: lowest compared OMol25 entry of this formula, charge and spin) in kJ/mol: 308.4
Structure (SMILES): C=CN(C)c1ccccc1C(=C)CC

Geometry (Å):
N1 1.4697 0.9397 0.7634
C1 0.1827 1.1230 0.2025
C2 -1.5363 2.8590 -0.3182
C3 3.7906 1.4435 0.5418
C4 -0.8487 0.1343 0.1138
C5 1.7338 0.0541 1.8534
C6 -2.1630 0.5229 -0.2703
C7 -0.2495 2.4842 0.0227
C8 -2.5656 1.8610 -0.4668
C9 2.5680 1.3622 0.0531
C10 -0.3399 -1.8813 -1.2819
C11 -1.3029 -2.9561 -1.8673
C12 -0.7740 -1.3025 0.1179
C13 -1.2870 -1.9932 1.0763
H1 3.9895 0.9750 1.4571
H2 0.8270 -0.2685 2.3305
H3 2.4446 1.8568 -0.9136
H4 -2.9847 -0.1989 -0.2871
H5 2.3775 -0.8191 1.4961
H6 -1.4876 -1.4167 1.9960
H7 0.5124 3.2939 0.1873
H8 0.6632 -2.3370 -1.1661
H9 -1.5160 -3.9071 -1.2370
H10 -0.9334 -3.3033 -2.8644
H11 -1.4043 -3.1011 1.1947
H12 -3.5582 2.1072 -0.8406
H13 -1.8218 3.8340 -0.2436
H14 2.3464 0.6270 2.5453
H15 4.6475 1.6855 -0.1082
H16 -0.4834 -1.0652 -2.0557
H17 -2.2967 -2.6130 -2.0312

Cartesian forces (eV/Å) of the 2 atoms listed first:
-0.706 -0.496 -1.738
-2.274 0.674 0.741

Atom charges from the Mulliken analysis, given in e for atoms 1 to 8: number 1, N, carries 0.187; number 2, C, carries 0.167; number 3, C, carries -0.765; number 4, C, carries -1.005; number 5, C, carries 0.294; number 6, C, carries -1.231; number 7, C, carries -0.401; number 8, C, carries -0.360

Entry 5:
The following is a DFT calculation (wB97M-V/def2-TZVPD) of a single C13H17N molecule.

HOMO in eV: -8.599
LUMO level in eV: 0.9
Relative energy (zero: lowest compared OMol25 entry of this formula, charge and spin) in kJ/mol: 138.0
Structure (SMILES): C=CC(=C)C[C@H](NC)c1ccccc1

Geometry (Å):
N1 0.9352 -2.3490 -0.1261
C1 -0.0716 1.8008 2.1259
C2 -1.7423 0.0936 2.2645
C3 0.2242 0.7123 -2.1888
C4 -0.8184 1.6836 -1.8870
C5 -1.9866 1.4585 -1.2979
C6 -1.0822 -0.6285 1.2868
C7 -1.2398 1.3124 2.6851
C8 0.5902 1.0725 1.1542
C9 0.1008 -0.7127 -1.7243
C10 1.7100 -2.6743 1.0534
C11 1.3109 1.1018 -2.8576
C12 0.8084 -0.9209 -0.3682
C13 0.0919 -0.1485 0.7197
H1 1.5025 1.4567 0.7200
H2 1.8305 -0.5309 -0.4572
H3 -2.6865 2.2587 -1.1274
H4 -0.9447 -1.0059 -1.6351
H5 2.1007 0.4130 -3.1052
H6 0.3267 2.7512 2.4501
H7 -0.5853 2.6928 -2.2052
H8 1.2971 -2.2625 1.9862
H9 1.4447 2.1194 -3.1841
H10 -2.6535 -0.2950 2.6965
H11 -1.7564 1.8781 3.4465
H12 -1.4927 -1.5764 0.9633
H13 1.7692 -3.7577 1.1445
H14 0.5815 -1.3779 -2.4432
H15 2.7188 -2.2810 0.9248
H16 -2.2976 0.4877 -0.9542
H17 0.0143 -2.7718 -0.0598

Cartesian forces (eV/Å) of the 2 atoms listed first:
-0.230 -0.089 -0.128
-0.016 0.112 0.071

Atom charges from the Mulliken analysis, given in e for atoms 1 to 8: number 1, N, carries -0.432; number 2, C, carries -0.697; number 3, C, carries -0.750; number 4, C, carries 1.014; number 5, C, carries -0.175; number 6, C, carries -0.983; number 7, C, carries -0.165; number 8, C, carries -0.443

Entry 6:
The following is a DFT calculation (wB97M-V/def2-TZVPD) of a molecular structure, C13H17N2ORuS5Te.

Spin multiplicity: 5
HOMO (spin up / spin down) in eV: -10.691 / -11.356
LUMO level (spin up / spin down) in eV: -3.5 / -5.8
Charge: +1

Geometry (Å):
Te1 1.4297 1.6277 -2.5774
Ru1 1.6524 -0.4787 -1.1100
S1 3.9352 -0.3315 -1.5528
S2 -0.7050 3.1305 -4.4994
S3 5.9765 -2.2725 -2.4465
S4 1.8477 -2.7989 -1.3894
S5 4.0813 -4.5731 -2.1648
O1 6.6328 -4.8050 -2.8031
N1 -0.0067 -0.8873 0.0619
N2 -0.9805 -0.8739 2.1785
C1 -0.7827 3.7543 -2.0208
C2 -0.1524 2.9021 -2.8924
C3 -3.0324 -1.7946 1.0584
C4 -1.7911 4.3445 -4.0124
C5 -2.1344 1.0534 3.3077
C6 5.7591 -4.0502 -2.5345
C7 -1.2670 -0.1903 3.4583
C8 3.4742 -2.9992 -1.8308
C9 -1.7318 4.5822 -2.6696
C10 -0.1344 -0.3796 1.2752
C11 -1.7669 -2.0763 1.8617
C12 0.7412 0.7920 1.6126
C13 4.3687 -1.9255 -1.9399
H1 -2.0271 -2.5425 2.8083
H2 -3.1336 0.7949 2.9547
H3 -2.4260 4.8290 -4.7401
H4 -2.8187 -1.2876 0.1146
H5 -0.3334 0.0486 3.9594
H6 -3.5356 -2.7364 0.8338
H7 0.6907 1.0986 2.6495
H8 -0.5675 3.7873 -0.9605
H9 -2.2357 1.5571 4.2705
H10 -3.7256 -1.1727 1.6260
H11 -2.3460 5.3169 -2.1656
H12 -1.6968 1.7585 2.5980
H13 -1.1217 -2.7852 1.3432
H14 -1.7707 -0.9201 4.0857
H15 1.7759 0.5352 1.4038
H16 -0.6119 -1.6667 -0.1324
H17 0.4698 1.6353 0.9809

Cartesian forces (eV/Å) of the 2 atoms listed first:
0.301 0.357 -0.403
-0.070 -0.654 -0.002

Atom charges from the Mulliken analysis, given in e for atoms 1 to 8: number 1, Te, carries 0.406; number 2, Ru, carries 0.076; number 3, S, carries -0.209; number 4, S, carries -0.070; number 5, S, carries -0.066; number 6, S, carries -0.262; number 7, S, carries -0.067; number 8, O, carries -0.436

no.,strongest force on any atom (eV Å⁻¹)
1,10.6
2,1.2
3,4.3
4,3.9
5,0.4
6,0.7